Formula: C38H103N9O10
Source: the Open Molecules 2025 dataset
Level of theory: ωB97M-V/def2-TZVPD

The geometry in XYZ format:
```
160
Properties=species:S:1:pos:R:3:mulliken_charge:R:1
C -5.17261 8.45305 4.97310 -0.998
O -4.44272 7.35468 4.44797 -0.161
C -3.50110 6.86113 5.37012 -0.595
C -2.54689 5.89770 4.70325 -0.775
N -3.24408 4.90683 3.91155 0.047
C -2.56575 3.79965 3.22878 -0.685
C -2.58426 2.66286 4.29291 -0.635
O -1.91265 1.66307 3.65046 0.441
C -1.25632 0.77001 4.56113 -1.235
H -5.96906 8.68588 4.26631 0.232
H -4.46575 9.26305 5.15299 0.361
H -5.64701 8.23680 5.93033 0.329
H -4.02574 6.60357 6.29019 0.419
H -2.91157 7.72770 5.66946 0.390
H -1.90273 5.45086 5.46054 0.318
H -1.86217 6.45212 4.06147 0.319
H -3.81733 5.43418 3.26860 0.204
H -1.62309 3.99800 2.71873 0.212
H -3.22490 3.45432 2.43231 0.234
H -3.55529 2.32995 4.65948 0.270
H -2.02493 3.01637 5.15910 0.336
H -0.79645 -0.13175 4.15685 0.265
H -2.04825 0.36276 5.18969 0.571
H -0.51857 1.22545 5.22172 0.322
C 2.98430 -2.07331 -6.40867 -1.889
C 2.55409 -2.03604 -4.87719 2.128
C 2.82433 -3.38372 -4.18258 -1.034
O 1.78981 -4.38664 -4.41154 -0.325
C 0.65674 -4.26174 -3.69203 -0.573
N 3.30834 -0.99258 -4.22013 -0.630
H 4.04313 -2.21965 -6.62208 0.391
H 2.80568 -1.06408 -6.77972 0.484
H 2.46182 -2.70542 -7.12669 0.375
H 1.52013 -1.71170 -4.75959 -0.870
H 2.72426 -3.27790 -3.10235 0.259
H 3.80648 -3.84059 -4.30405 0.361
H 0.27989 -5.28068 -3.78060 0.399
H 0.02266 -3.47626 -4.10321 0.349
H 0.65474 -4.01624 -2.63004 -0.018
H 2.71918 -0.18300 -4.35271 0.308
H 4.15306 -0.78077 -4.73167 0.311
C 2.13110 -1.62583 -0.86488 -1.762
C 1.56669 -0.74008 0.23844 0.091
C 0.77337 0.50863 -0.35138 -0.887
O 0.30954 1.32660 0.60125 -0.398
C -0.75372 2.14270 0.05408 0.594
N 0.64638 -1.52760 1.07136 0.060
H 2.72659 -1.16384 -1.65232 0.373
H 1.27398 -1.97904 -1.43819 0.090
H 2.55960 -2.51767 -0.40761 0.480
H 2.40741 -0.38828 0.83639 0.712
H -0.08443 0.15722 -0.92478 0.603
H 1.46987 1.08022 -0.96479 0.176
H -1.01084 2.90027 0.79439 -0.595
H -1.68256 1.58691 -0.07411 -0.011
H -0.37920 2.55300 -0.88374 0.483
H -0.30720 -1.46719 0.74403 -0.320
H 0.44551 -1.23681 2.01751 0.282
C 2.08846 -6.60850 5.88969 -1.420
C 3.17359 -6.61042 4.74488 0.206
C 2.86013 -5.62074 3.62914 -0.503
O 3.24512 -4.30637 4.04684 -0.396
C 2.86827 -3.33286 3.07447 -0.817
N 4.44431 -6.20715 5.40343 -0.884
H 1.88313 -5.56256 6.11759 0.273
H 2.45018 -7.21531 6.71978 0.417
H 1.23237 -7.18814 5.54440 0.333
H 3.41206 -7.60781 4.37550 0.493
H 1.82521 -5.77219 3.32237 0.408
H 3.42314 -5.89274 2.73630 0.351
H 2.33125 -2.49528 3.51962 0.264
H 2.28220 -3.69143 2.22828 0.257
H 3.68084 -2.79338 2.58786 0.333
H 5.03464 -6.27484 4.58671 0.286
H 4.38645 -5.20409 5.50648 0.369
C -0.65346 0.33088 -5.42426 -1.182
C -1.50301 1.53356 -4.79013 0.118
C -2.58596 0.99790 -3.91025 -0.453
O -3.34307 0.06312 -4.69357 -0.202
C -4.08364 -0.86255 -3.89735 -0.619
N -0.55436 2.31311 -3.96154 -0.109
H -1.26145 -0.25043 -6.11746 0.463
H -0.31593 -0.38560 -4.67537 -0.109
H 0.19472 0.75213 -5.96391 0.523
H -1.90517 2.02193 -5.67776 -0.065
H -3.26923 1.79773 -3.62476 0.684
H -2.14035 0.68538 -2.96587 -0.075
H -3.59276 -1.39245 -3.08105 -0.144
H -4.44676 -1.65835 -4.54769 0.380
H -5.01878 -0.40019 -3.58139 0.360
H -1.20034 2.80694 -3.36243 -0.243
H 0.00251 3.00293 -4.44541 0.456
C 2.26823 -6.05382 -0.25175 -0.945
C 1.97087 -7.23262 -1.31747 1.280
C 3.14437 -8.17660 -1.75039 -1.057
O 4.18525 -7.53497 -2.56043 -0.431
C 3.84908 -6.84689 -3.73336 -0.576
N 0.76606 -8.16707 -0.89733 -0.757
H 3.29957 -5.70108 -0.25084 0.436
H 2.01003 -6.28602 0.78145 0.222
H 1.56587 -5.26158 -0.51087 0.087
H 1.75760 -6.68221 -2.23380 -0.465
H 2.77433 -9.08027 -2.23470 0.427
H 3.59711 -8.68847 -0.90122 0.391
H 3.84888 -5.80693 -3.40691 0.146
H 2.89400 -7.18875 -4.13218 0.292
H 4.54076 -6.86123 -4.57566 0.353
H 1.02767 -8.85650 -0.20714 0.258
H 0.04931 -7.55832 -0.52884 0.287
C -4.72439 -0.80177 3.39865 -1.412
C -3.77287 -1.54590 2.43551 0.527
C -3.64784 -1.03113 0.96285 -0.528
O -2.60276 -1.80048 0.43802 0.385
C -2.94453 -3.03440 -0.20917 -1.032
N -2.47181 -1.82347 3.05307 -0.705
H -5.76223 -0.87984 3.07478 0.465
H -4.42392 0.24270 3.48162 0.054
H -4.66131 -1.08477 4.44937 0.380
H -4.11965 -2.57914 2.41977 0.348
H -3.28033 -0.00938 0.86767 -0.211
H -4.62060 -1.26061 0.52791 0.530
H -3.35065 -2.71836 -1.17006 0.061
H -3.76548 -3.56873 0.26896 0.416
H -2.23284 -3.79657 -0.52649 0.126
H -2.04830 -0.91443 3.17302 -0.208
H -1.94728 -2.34003 2.36160 0.340
C -1.23581 5.79865 -1.74294 -2.300
C -2.70594 5.50846 -1.91629 0.226
C -3.59677 6.81265 -1.69237 -0.912
O -3.67291 7.17910 -0.34452 0.163
C -4.31040 8.44582 -0.22574 -0.952
N -2.93047 4.92904 -3.18192 0.040
H -0.95942 6.32078 -0.82692 0.451
H -1.02151 6.72291 -2.27951 0.575
H -0.47676 5.02021 -1.82018 0.710
H -2.87144 4.80043 -1.10426 -0.193
H -4.61765 6.69872 -2.05697 0.149
H -3.06100 7.67508 -2.08895 0.087
H -4.45917 8.57909 0.84581 0.125
H -5.31625 8.39650 -0.64279 0.362
H -3.69610 9.28541 -0.55106 0.337
H -3.88777 5.14753 -3.41847 0.298
H -2.36675 5.49613 -3.79894 0.458
C 3.42835 2.57627 1.32750 -1.536
C 4.58872 1.89006 0.52237 1.044
C 4.71342 2.54750 -0.86585 -0.881
O 5.01518 3.88026 -0.98654 -0.198
C 3.89164 4.69015 -1.36888 -1.292
N 5.76603 1.99247 1.35186 -0.772
H 3.42445 3.66568 1.36282 0.547
H 3.23783 2.20106 2.33299 0.403
H 2.49226 2.39248 0.80019 0.258
H 4.19801 0.87592 0.43884 -0.157
H 3.88077 2.35819 -1.54330 0.384
H 5.54569 2.00111 -1.30956 0.327
H 3.13109 4.77139 -0.59230 0.215
H 3.46223 4.45519 -2.34279 0.471
H 4.17931 5.71668 -1.59593 0.482
H 5.83780 2.98594 1.51906 0.323
H 6.49530 1.74344 0.69898 0.340
```

Output
Lowest unoccupied orbital energy (spin up / spin down)   2.05 / 2.02 eV
Charge   -1
Frontier orbital gap (spin up / spin down)   1.35 / 8.88 eV
E   -2754.3583 a.u.
2S+1   2